Record 1
{
  "formula": "C9H8O7Rb",
  "method": "wB97M-V/def2-TZVPD",
  "charge": -1,
  "energy_ev": -24447.692,
  "e_homo_ev": -2.2,
  "homo_lumo_gap_ev": 2.4,
  "relative_energy_kcal_mol": 76.1,
  "species": ["Rb", "C", "C", "C", "O", "C", "C", "C", "O", "O", "O", "H", "H", "C", "O", "C", "O", "O", "C", "H", "H", "H", "H", "H", "H"],
  "xyz": [[-3.239060, 0.926855, -0.900281], [0.813546, 2.602711, -0.260713], [0.804751, 2.894560, 1.123785], [0.845225, 4.427490, 1.581483], [0.876873, 4.699493, 2.835003], [0.714707, 5.463894, 0.543695], [0.832173, 5.093739, -0.715564], [0.935044, 3.621363, -1.118938], [0.940433, 3.278681, -2.391063], [0.639670, 5.992982, -1.613539], [0.725951, 2.059621, 2.050542], [0.739213, 1.594155, -0.639777], [0.646728, 6.517431, 0.771376], [-2.657532, -5.065963, -0.397661], [-1.254715, -5.177983, -0.060620], [-0.507390, -4.018742, -0.104067], [-1.008561, -2.905517, -0.324088], [0.677461, -4.370888, 0.182689], [1.720331, -3.313449, 0.215547], [-2.975174, -5.676812, -1.242683], [-2.991043, -4.067337, -0.679820], [-3.244652, -5.393825, 0.460195], [1.466606, -2.466102, -0.421405], [2.697463, -3.590260, -0.180310], [1.801954, -3.126098, 1.286215]],
  "forces_ev_per_a": [[0.81, 0.31, 0.15], [-0.39, -1.00, 3.33], [-0.09, -0.18, 1.58], [-0.36, 2.07, 1.66], [-0.03, -1.00, -2.89], [0.69, -1.98, 5.37], [-1.05, 1.58, -4.89], [-0.45, 0.08, -6.25], [0.21, 1.60, 2.33], [0.72, -1.52, -0.04], [-0.07, 0.18, -0.70], [0.23, -0.22, 0.09], [-0.08, -0.05, 0.29], [-0.34, 0.18, 0.23], [-0.70, 0.75, -0.76], [-4.16, 1.37, -0.53], [1.48, -2.07, 0.27], [3.38, 0.37, -0.39], [-0.43, 0.10, 0.35], [0.76, -0.43, -0.03], [0.56, 0.20, 0.35], [0.17, 0.04, 0.10], [-0.64, 0.10, 0.60], [-0.36, -1.16, 0.11], [0.16, 0.67, -0.33]],
  "lowdin_charge": [0.862, -0.079, -0.386, -0.307, -0.092, -0.050, -0.452, -0.385, -0.139, -0.107, -0.067, 0.082, 0.097, -0.052, -0.015, -0.603, 0.067, 0.040, 0.041, 0.085, 0.077, 0.088, 0.099, 0.091, 0.106]
}


Record 2
{
  "formula": "C3H6ClN2O",
  "method": "wB97M-V/def2-TZVPD",
  "charge": 1,
  "energy_ev": -20746.751,
  "e_homo_ev": [-12.3, -12.2],
  "homo_lumo_gap_ev": [5.3, 5.3],
  "relative_energy_kcal_mol": 129.5,
  "species": ["C", "C", "C", "N", "N", "O", "Cl", "H", "H", "H", "H", "H", "H"],
  "xyz": [[-0.070277, -0.206770, -0.617931], [0.632639, 0.075140, 0.665647], [-0.104138, 0.663751, 1.769309], [-1.237426, 0.250193, -0.884253], [0.616546, -0.995237, -1.450051], [-1.961393, 0.984263, -0.212779], [-0.169270, -0.036924, 3.190201], [1.142959, -0.763102, 0.949874], [1.485868, 0.775013, 0.537098], [-0.647913, 1.560672, 1.444393], [-1.606534, -0.033017, -1.801447], [1.646418, -0.933755, -1.319305], [0.272521, -1.340227, -2.270756]],
  "forces_ev_per_a": [[-0.12, 0.67, 0.36], [-0.09, 1.55, -0.13], [-1.02, 0.84, -2.42], [1.43, -1.83, -2.62], [3.49, 0.22, 2.12], [-1.72, 2.12, 3.07], [-0.18, -0.11, 1.19], [1.03, -2.61, 0.90], [-0.37, 0.44, -0.38], [-0.08, 0.07, 1.04], [-0.08, -0.05, 0.02], [-1.36, -0.43, -0.71], [-0.93, -0.88, -2.44]],
  "lowdin_charge": [-0.317, -0.134, -0.434, -0.103, 0.166, -0.061, 1.046, 0.096, 0.190, 0.116, 0.199, 0.149, 0.087]
}


Record 3
{
  "formula": "CH4N6O",
  "method": "wB97M-V/def2-TZVPD",
  "charge": 0,
  "energy_ev": -12084.528,
  "e_homo_ev": -8.2,
  "homo_lumo_gap_ev": 8.8,
  "relative_energy_kcal_mol": 55.7,
  "species": ["N", "N", "C", "N", "N", "N", "N", "O", "H", "H", "H", "H"],
  "xyz": [[-0.156492, 1.137724, -1.466751], [0.900637, 0.703222, -0.719967], [0.493728, -0.128627, 0.222238], [1.216873, -0.510922, 1.300342], [0.514051, -1.329200, 2.053241], [-0.646759, -1.546257, 1.499856], [-0.584025, -0.903027, 0.289333], [-1.770859, -0.764419, -0.334150], [0.131546, 1.263886, -2.456200], [-0.551545, 2.085415, -1.214024], [1.959656, 0.178286, 1.922127], [-1.506811, -0.186080, -1.096043]],
  "forces_ev_per_a": [[-2.89, 1.47, -2.86], [1.52, -0.67, 2.98], [1.70, 2.49, -2.91], [3.60, 2.90, 2.44], [-3.14, -1.36, 0.72], [2.76, 0.23, 0.20], [-1.15, -1.30, 2.20], [-0.34, 0.28, -0.95], [-0.08, -0.24, 0.99], [0.95, -1.28, 0.11], [-2.78, -2.73, -2.96], [-0.14, 0.22, 0.04]],
  "lowdin_charge": [-0.106, -0.060, -0.412, 0.032, -0.023, 0.101, -0.137, 0.041, 0.095, 0.111, 0.266, 0.092]
}